An isolated molecule of C7H5F3O3, computed with wB97M-V/def2-TZVPD.

Its HOMO-LUMO gap is 10.285 eV. For the HOMO energy, the calculation gives -0.4061 Eh. The calculation puts the total energy at -795.09391 hartree. Its energy above the lowest of the compared OMol25 structures with the same formula, charge and spin is 0.0 kJ/mol. The SMILES is O=C1C=C(CCC(F)(F)F)C(=O)O1.

```
18
Properties=species:S:1:pos:R:3:nbo_charge:R:1
O 3.112 -0.864 1.859 -0.491
C 2.579 -0.217 1.027 0.758
C 1.390 0.668 1.148 -0.271
C 0.753 0.618 -0.012 -0.042
C -0.607 1.085 -0.412 -0.454
C -1.723 0.207 0.158 -0.474
C -1.723 -1.216 -0.342 0.978
F -2.659 -1.941 0.300 -0.323
F -1.995 -1.279 -1.659 -0.324
F -0.540 -1.837 -0.153 -0.329
C 1.706 0.027 -1.005 0.755
O 1.627 0.020 -2.187 -0.501
O 2.831 -0.386 -0.329 -0.495
H 1.093 1.162 2.059 0.241
H -0.661 1.053 -1.501 0.254
H -0.766 2.109 -0.076 0.242
H -2.695 0.615 -0.124 0.243
H -1.722 0.178 1.248 0.233
```

C7H5FO2 as an isolated structure, computed with wB97M-V/def2-TZVPD.

Its HOMO-LUMO gap is 9.340 eV. For the HOMO energy, the calculation gives -0.3510 Eh. The calculation puts the total energy at -520.01310 hartree. Its energy above the lowest of the compared OMol25 structures with the same formula, charge and spin is 88.8 kJ/mol.

```
15
Properties=species:S:1:pos:R:3:nbo_charge:R:1
C 0.121 -1.048 0.023 0.285
C -1.275 -0.851 -0.121 0.316
C -1.931 0.318 -0.122 -0.234
C -1.123 1.492 -0.200 -0.224
C 0.181 1.354 -0.049 -0.167
C 0.863 0.084 0.083 -0.238
C 2.334 0.106 0.140 0.430
H -0.028 -2.824 -0.025 0.479
H -2.953 0.441 0.036 0.234
H -1.588 2.476 -0.240 0.224
H 0.805 2.305 -0.029 0.223
H 2.807 1.149 0.902 0.110
O 0.734 -2.283 -0.040 -0.607
O 3.099 -0.800 -0.360 -0.508
F -2.047 -1.918 0.001 -0.324
```

C7H5IN2O2S as an isolated structure, computed with wB97M-V/def2-TZVPD.

Its HOMO-LUMO gap is 9.021 eV. For the HOMO energy, the calculation gives -0.3380 Eh. The calculation puts the total energy at -1225.53980 hartree.

```
18
Properties=species:S:1:pos:R:3:nbo_charge:R:1
C 0.796 -2.491 -0.199 -0.178
C -0.259 -2.426 0.704 -0.217
C 1.234 -1.364 -0.869 -0.222
C -0.880 -1.211 0.959 -0.168
C 0.602 -0.144 -0.635 0.219
C -0.456 -0.095 0.273 -0.399
C 0.263 1.998 -1.336 0.437
N 1.033 1.007 -1.270 -0.524
N 0.039 2.468 1.031 -1.158
O -1.040 2.038 -1.021 -0.684
O -2.397 1.565 1.082 -0.871
S -1.070 1.553 0.562 2.237
I 0.981 3.731 -2.223 0.208
H 1.284 -3.438 -0.380 0.221
H -0.582 -3.318 1.213 0.223
H 2.054 -1.404 -1.566 0.234
H -1.692 -1.122 1.662 0.237
H 0.089 2.653 2.010 0.404
```